Entry 1:
34
Properties=species:S:1:pos:R:3:forces:R:3 method="wB97M-V/def2-TZVPD" total_charge=+2 spin_multiplicity=1
Y 8.8865 4.8463 -6.8167 -1.23 -2.49 -2.51
Cl 7.9150 3.1123 -8.5373 1.40 2.56 2.57
C 4.8061 -0.1913 -8.2871 0.45 -0.25 -0.94
C 5.9253 -0.4227 -9.3241 -0.83 1.04 0.61
C 5.6642 0.4345 -10.5532 1.38 -1.12 -0.82
O 7.1854 -0.0859 -8.7373 0.46 -0.44 0.01
H 4.7600 0.8774 -8.0648 0.09 -0.03 0.32
H 5.0074 -0.8121 -7.4203 -0.25 0.17 0.24
H 3.8549 -0.4398 -8.7577 -0.08 -0.21 0.25
H 5.9858 -1.4768 -9.5835 0.07 -0.03 -0.01
H 4.7051 0.2144 -11.0123 -0.29 0.51 0.26
H 6.3938 0.1266 -11.3180 -0.05 0.14 0.07
H 5.8971 1.4846 -10.3614 -0.66 0.17 0.10
H 7.3138 0.8648 -8.7418 -0.35 -0.13 -0.14
C 7.0201 4.5999 -13.6646 0.85 0.82 0.87
C 6.9688 3.6215 -12.5142 -0.74 -0.61 -0.61
O 6.5171 4.3345 -11.3558 0.31 0.02 0.06
O 5.7612 5.1428 -13.9354 -0.09 -0.35 -0.30
H 7.5189 4.1696 -14.5298 -0.56 -0.10 -0.31
H 7.6854 5.4194 -13.3252 0.04 -0.10 -0.10
H 7.9138 3.0841 -12.4168 0.14 0.34 0.38
H 6.2011 2.8772 -12.7687 0.09 -0.02 0.10
H 6.9456 3.9935 -10.5723 -0.01 -0.14 -0.10
H 5.3082 5.2441 -13.0882 -0.05 0.17 -0.11
C 12.6369 3.4798 -10.4686 -0.43 0.18 0.35
C 11.3433 2.9913 -11.0953 0.30 -0.48 -0.75
O 10.2713 3.9120 -10.9302 0.07 0.09 0.40
O 12.5591 3.5347 -9.0313 -0.28 -0.38 0.03
H 12.8656 4.4867 -10.8229 0.10 -0.14 -0.26
H 13.4217 2.7790 -10.7417 0.16 0.06 0.24
H 11.0594 1.9910 -10.7532 0.08 0.14 0.39
H 11.5240 2.8487 -12.1647 -0.08 0.40 0.00
H 9.8663 3.6694 -10.0958 -0.31 -0.09 -0.05
H 12.0169 4.2936 -8.7978 0.30 0.31 -0.27



Entry 2:
34
Properties=species:S:1:pos:R:3:forces:R:3 method="wB97M-V/def2-TZVPD" total_charge=+1 spin_multiplicity=1
Sr 2.6017 -0.5488 1.0301 -2.79 0.59 -0.90
F 0.1989 -0.9278 0.1131 2.19 0.18 0.61
C 2.5716 3.2865 2.0523 1.14 -0.40 0.69
C 1.2431 2.8674 1.5688 -1.93 1.86 -1.79
C 0.5586 3.8875 0.5680 0.75 -0.04 0.61
O 1.3554 1.7129 0.7540 1.36 -1.85 0.45
H 3.1755 2.3840 2.1459 0.23 -0.49 0.43
H 2.4656 3.6740 3.0656 0.35 0.39 -0.20
H 3.2160 3.8864 1.4096 -0.58 0.46 -0.06
H 0.6050 2.6253 2.4188 -0.18 0.10 -0.01
H 0.2029 4.8208 1.0045 -0.14 -0.26 0.23
H -0.2185 3.4028 -0.0229 -0.38 0.03 0.41
H 1.2907 4.1711 -0.1882 0.29 -0.04 0.11
H 0.5608 1.6844 0.2160 -0.26 -0.34 -0.56
C -2.5536 -3.7840 0.7796 -0.08 -0.26 0.42
C -1.4812 -3.6430 1.8738 0.45 -0.87 -0.82
O -1.2629 -2.2966 2.2128 -0.35 0.43 0.41
O -2.7918 -5.1520 0.4247 0.52 0.35 0.58
H -2.2344 -3.2314 -0.1041 -0.04 0.26 -0.04
H -3.4394 -3.3316 1.2255 -0.29 0.13 -0.30
H -0.5157 -3.9734 1.4908 0.01 -0.85 -0.11
H -1.7334 -4.2296 2.7573 -0.08 0.16 0.00
H -0.8610 -1.9265 1.4234 0.05 0.68 -0.28
H -3.4483 -5.1943 -0.2745 -0.03 0.14 0.00
C 0.1095 -0.6140 -3.2616 -0.30 -1.08 0.03
C -0.0755 0.9218 -3.1492 1.42 -1.83 0.86
O 0.4802 1.2769 -1.8334 -0.50 0.54 -0.65
O -0.6824 -1.4788 -2.4564 -0.73 0.53 -0.30
H 1.1320 -0.8851 -2.9985 0.64 0.61 -0.12
H -0.0224 -1.0608 -4.2470 -0.14 0.76 -0.36
H -1.0994 1.2630 -3.3021 0.14 0.04 0.22
H 0.6408 1.3192 -3.8684 -0.41 0.40 -0.16
H 0.4691 0.4786 -1.3003 -0.45 -0.47 0.15
H -0.4576 -1.3847 -1.5279 0.11 0.14 0.46



Entry 3:
32
Properties=species:S:1:pos:R:3:forces:R:3 method="wB97M-V/def2-TZVPD" total_charge=+1 spin_multiplicity=1 smiles="C=[NH+]CN(C)P(N(C)C)N(C)C"
C 3.7081 0.3090 0.5765 2.82 1.09 -0.84
N 3.3957 -0.8970 0.3232 -0.51 3.07 1.94
C 1.9328 -1.1604 0.4554 -1.28 -3.07 -0.46
N 1.0698 -0.1093 0.0643 -0.23 -0.84 -0.61
C 1.1362 0.1773 -1.3624 0.86 -1.11 -0.90
P -0.4588 0.0552 0.9481 -1.36 -0.79 -0.78
N -0.9163 1.5126 0.0707 -1.78 -2.06 0.66
C -2.4083 1.7052 0.2540 1.16 4.09 -0.37
C -0.2053 2.7578 0.3256 -2.07 -2.07 3.28
N -1.7217 -1.0662 0.2603 3.14 0.21 0.72
C -1.7817 -1.2618 -1.1639 3.77 0.96 -1.44
C -2.1840 -2.3470 0.8935 1.96 4.04 3.28
H 4.7956 0.6026 0.6445 -1.25 -0.47 -0.05
H 2.9791 1.1089 0.5853 -0.39 -0.30 0.35
H 4.1790 -1.5278 0.3257 -0.28 -1.07 -0.23
H 1.6415 -1.4862 1.4414 0.61 0.58 1.12
H 1.8981 -2.1799 0.0168 -0.77 0.65 -1.07
H 2.1027 0.6682 -1.4827 -0.40 0.58 -0.93
H 0.2574 0.5982 -1.8230 0.18 1.50 0.72
H 1.1290 -0.7114 -2.0141 0.68 -0.50 0.60
H -3.0589 0.9506 -0.0724 -0.30 -1.04 -1.03
H -2.7637 1.9405 1.2678 0.68 -0.19 0.29
H -2.5663 2.7222 -0.2791 -0.30 -1.83 0.47
H -0.4821 3.1312 1.3194 -0.74 0.73 -0.33
H 0.7770 2.6464 0.5366 3.55 -1.13 0.01
H -0.2652 3.4203 -0.4339 -0.78 2.22 -2.37
H -1.1267 -0.5578 -1.7955 -0.75 -0.91 1.37
H -1.5162 -2.2574 -1.5706 -0.40 0.22 0.63
H -2.6826 -0.9264 -1.4495 -3.76 0.37 -1.52
H -1.8172 -3.1917 0.4641 1.65 -2.35 -1.38
H -1.8564 -2.3078 2.0022 -1.18 -0.23 -1.64
H -3.1905 -2.3182 0.6717 -2.53 -0.32 0.50



Entry 4:
48
Properties=species:S:1:pos:R:3:forces:R:3 method="wB97M-V/def2-TZVPD" total_charge=-5 spin_multiplicity=1
O 26.5151 -20.5059 6.3511 1.40 -0.71 -0.03
V 28.0709 -20.8818 6.4405 0.25 1.24 0.68
O 28.3585 -22.3807 5.9789 -0.37 0.93 -0.09
S 27.8848 -22.1337 10.9647 -0.24 1.99 2.22
O 28.2189 -20.8740 11.6496 0.32 0.73 0.58
O 26.5066 -22.4830 11.4316 -0.64 -1.09 -0.53
O 27.9315 -21.8802 9.5242 -0.28 -0.61 -2.29
O 28.8582 -23.1556 11.3922 0.35 -1.44 -0.24
S 31.4129 -18.2761 8.4039 1.74 0.30 -0.06
O 30.6369 -19.1384 7.5530 -2.63 -4.62 -2.52
O 31.4106 -17.0982 7.5911 1.70 3.53 -1.41
O 30.7470 -18.0360 9.6148 -2.44 0.88 4.49
O 32.7411 -18.8182 8.7357 1.48 -0.48 -0.64
S 29.1077 -17.6933 3.7864 0.69 3.20 5.58
O 28.7574 -19.0787 4.0428 -1.72 -3.35 0.17
O 28.8874 -16.8066 4.9560 -4.66 0.49 1.48
O 30.4826 -17.4768 3.8332 8.54 -1.70 -2.57
O 28.6206 -17.1228 2.5943 -3.49 0.69 -4.88
C 22.7165 -22.0007 9.0178 2.42 -0.16 -0.36
O 22.5724 -22.3457 10.3966 -1.26 0.25 -0.88
H 23.6984 -22.3852 8.7418 0.02 -0.27 -0.07
H 22.0095 -22.4222 8.3032 -0.52 -0.14 0.31
H 22.8835 -20.9415 8.8223 -0.58 0.33 0.33
H 21.6486 -22.1249 10.5358 -0.09 -0.03 0.73
C 32.9726 -23.2386 4.1764 -0.21 1.69 -1.24
C 32.6501 -22.9581 2.6745 -0.96 -0.88 1.36
C 33.7658 -23.4473 1.8405 0.96 0.26 -1.56
O 31.4718 -23.6712 2.2485 0.06 -0.25 -0.20
H 33.6091 -22.3898 4.4267 0.10 0.03 0.49
H 33.5772 -24.1285 4.3512 -0.55 -0.31 -0.02
H 32.0480 -23.1045 4.7379 0.25 -0.48 0.31
H 32.4304 -21.8987 2.5422 0.37 0.10 0.09
H 33.9324 -24.5196 1.9421 0.09 -0.02 0.40
H 34.6764 -22.8728 2.0107 0.21 -0.21 0.39
H 33.5739 -23.3022 0.7774 -0.29 0.10 -0.21
H 30.7605 -23.0383 2.1257 -0.09 0.07 0.27
C 23.7811 -16.5176 3.7799 -0.76 0.34 0.85
C 24.0364 -15.0894 4.3688 1.35 -1.30 1.43
C 24.2468 -14.9652 5.9390 -0.68 -1.44 -0.74
O 25.2973 -14.7516 3.8426 -0.30 1.04 -0.95
H 24.5463 -17.2414 4.0602 0.21 0.30 0.05
H 23.6870 -16.5145 2.6940 0.41 0.43 -0.10
H 22.8195 -16.9165 4.1029 -0.26 -0.04 0.38
H 23.2042 -14.4440 4.0875 0.05 0.52 -0.45
H 23.3210 -14.8886 6.5092 -0.17 0.06 -0.03
H 24.9177 -14.1624 6.2447 -0.18 0.33 -0.39
H 24.7529 -15.8727 6.2684 0.04 -0.09 0.05
H 25.8486 -14.4276 4.5586 0.39 -0.23 -0.19



Entry 5:
30
Properties=species:S:1:pos:R:3:forces:R:3 method="wB97M-V/def2-TZVPD" total_charge=0 spin_multiplicity=1 smiles=CC(C)O.CC(C)O.CO
C 2.0038 -3.0592 1.3451 0.42 -0.23 2.34
C 2.4284 -2.4308 0.0715 2.21 0.48 -0.92
C 3.9486 -2.6492 -0.3179 -0.53 0.43 0.33
O 1.7215 -3.0508 -0.9277 -1.42 -1.30 -1.74
H 2.5471 -3.9528 1.6522 0.16 -0.43 -0.83
H 0.9504 -3.3213 1.4439 -0.06 0.33 -0.50
H 2.2550 -2.4521 2.2148 -0.21 0.62 -0.06
H 2.1827 -1.3719 -0.0098 0.16 0.36 0.66
H 4.1186 -3.7253 -0.3538 0.30 0.01 0.55
H 4.6867 -2.0639 0.2305 -0.10 -0.48 0.75
H 4.2053 -2.3215 -1.3253 -0.74 0.23 -0.43
H 2.2087 -2.9429 -1.7478 -0.20 -0.01 -0.15
C -3.0415 0.2663 0.8646 0.59 -0.21 -0.23
C -2.7332 0.6371 2.3212 1.89 0.58 -1.83
C -1.6926 1.7589 2.5690 -1.41 1.03 0.05
O -3.9537 1.0336 2.8855 0.01 -0.12 1.14
H -2.2919 -0.3336 0.3485 0.60 0.16 0.28
H -3.1914 1.1444 0.2364 -0.50 -0.03 0.10
H -3.8816 -0.4280 0.8790 -0.44 0.43 -0.11
H -2.1452 -0.1983 2.7010 -1.05 -0.72 0.93
H -0.7607 1.7129 2.0055 0.00 -0.49 0.32
H -1.6035 1.8773 3.6489 0.76 -0.63 0.13
H -2.1009 2.7522 2.3827 -0.37 0.05 -0.76
H -4.3982 0.2731 3.2671 -0.08 -0.06 -0.02
C -0.4102 3.9424 -4.6632 -0.98 -0.30 -0.01
O -0.0931 3.0818 -3.5719 -0.09 0.21 -0.35
H -0.7590 4.9194 -4.3287 0.86 0.46 0.10
H 0.3650 3.9270 -5.4293 0.08 0.45 0.12
H -1.3314 3.6132 -5.1439 0.11 -0.76 0.01
H 0.7660 3.3620 -3.2479 0.01 -0.06 0.14



Entry 6:
30
Properties=species:S:1:pos:R:3:forces:R:3 method="wB97M-V/def2-TZVPD" total_charge=0 spin_multiplicity=1
C -1.4588 -2.1188 -0.6371 0.01 0.02 0.02
C -0.4692 -0.9559 -0.6385 -0.03 0.01 0.01
C 0.7989 -1.1937 0.1837 -0.07 0.00 0.01
C 0.6380 -1.1128 1.7171 0.00 0.00 -0.04
C -0.0119 0.2115 2.1763 0.05 0.00 0.08
Si -0.1786 -2.6285 2.4962 0.00 0.05 -0.03
H -1.9181 -2.2620 0.3429 0.01 0.01 -0.02
H -2.2688 -1.9400 -1.3468 0.01 -0.01 0.02
H -0.9692 -3.0553 -0.9141 -0.01 0.02 -0.01
H -0.1751 -0.7459 -1.6732 0.01 -0.05 0.02
H -0.9730 -0.0539 -0.2775 0.04 0.01 -0.03
H 1.5451 -0.4469 -0.1085 -0.03 0.03 0.03
H 1.2185 -2.1681 -0.0910 0.02 0.03 -0.01
H 1.6553 -1.1367 2.1255 0.00 -0.03 -0.07
H 0.4995 0.6218 3.0486 -0.06 -0.10 0.05
H -1.0650 0.0950 2.4448 0.01 0.03 -0.07
H 0.0463 0.9795 1.4034 0.04 0.01 -0.02
H -0.0023 -3.8305 1.6462 0.04 -0.01 0.02
H -1.6321 -2.4154 2.6974 0.00 -0.02 0.02
H 0.4292 -2.9175 3.8165 -0.03 0.03 0.03
C 1.7406 2.3648 -1.8799 0.00 -0.01 0.01
S 0.5448 3.5381 -1.2268 -0.02 0.04 0.04
O 0.2500 3.1151 0.1690 0.02 -0.04 -0.08
C -0.8392 2.9828 -2.2317 0.00 -0.01 0.00
H 2.6660 2.5070 -1.3255 -0.01 0.00 0.00
H 1.3623 1.3549 -1.7251 0.00 -0.02 0.00
H 1.9090 2.5625 -2.9384 0.00 0.00 0.00
H -1.0120 1.9242 -2.0382 0.00 -0.01 0.00
H -0.6225 3.1602 -3.2850 0.00 0.00 0.00
H -1.7078 3.5646 -1.9302 0.01 0.00 0.00



E readings, ordered: -31363.3615 -21367.3210 -22822.4454 -100561.7942 -13723.9073 -28342.4751 eV
Largest force on an atom readings, ordered: 3.893 3.219 5.559 9.074 2.694 0.124 eV/A